{"formula": "C43H25BiN11O4S", "method": "ωB97M-V/def2-TZVPD", "orbital_gap_ev": [3.3, 3.3], "total_energy_ev": -86252.9917, "homo_ev": [-2.9700, -2.9671], "charge": -1, "symbols": ["Bi", "C", "C", "C", "C", "C", "N", "C", "N", "C", "C", "C", "C", "C", "C", "C", "C", "N", "C", "N", "C", "N", "C", "N", "C", "N", "C", "C", "C", "C", "C", "C", "C", "C", "C", "C", "C", "C", "N", "C", "C", "H", "H", "H", "H", "H", "H", "H", "H", "H", "H", "H", "H", "H", "H", "H", "H", "C", "C", "C", "C", "C", "C", "N", "N", "C", "C", "C", "C", "C", "N", "H", "H", "H", "H", "H", "H", "H", "H", "H", "O", "S", "O", "O", "O"], "positions_angstrom": [[14.035, 14.932, 14.492], [15.073, 8.206, 15.753], [15.230, 8.100, 14.363], [15.169, 9.249, 13.611], [15.033, 10.507, 14.151], [14.770, 11.804, 13.610], [14.752, 12.725, 14.681], [14.808, 12.025, 15.858], [14.704, 12.433, 17.113], [13.906, 13.415, 17.432], [13.505, 13.708, 18.826], [13.903, 13.123, 20.039], [13.175, 13.403, 21.195], [12.154, 14.352, 21.158], [11.795, 14.954, 19.970], [12.412, 14.597, 18.762], [12.182, 14.851, 17.328], [11.172, 15.604, 16.900], [10.975, 15.794, 15.576], [11.798, 15.455, 14.506], [11.152, 15.821, 13.327], [11.596, 15.746, 12.046], [12.511, 14.830, 11.686], [13.079, 13.886, 12.491], [13.935, 13.085, 11.776], [14.629, 12.075, 12.274], [13.944, 13.557, 10.394], [14.606, 13.178, 9.254], [14.385, 13.841, 8.038], [13.442, 14.829, 7.949], [12.744, 15.223, 9.062], [13.022, 14.619, 10.305], [9.926, 16.565, 13.676], [8.944, 17.276, 12.977], [7.933, 17.957, 13.641], [7.864, 17.949, 15.044], [8.818, 17.224, 15.749], [9.813, 16.539, 15.074], [13.135, 14.155, 16.592], [15.008, 10.619, 15.548], [14.871, 9.451, 16.343], [15.138, 7.292, 16.367], [15.398, 7.154, 13.805], [15.324, 9.139, 12.555], [14.727, 12.365, 19.950], [13.472, 12.930, 22.103], [11.625, 14.602, 22.077], [10.977, 15.664, 19.938], [15.290, 12.329, 9.270], [14.920, 13.498, 7.159], [13.242, 15.284, 6.973], [11.942, 15.982, 8.991], [9.012, 17.259, 11.883], [7.106, 18.405, 13.093], [7.069, 18.492, 15.518], [8.836, 17.112, 16.819], [14.717, 9.572, 17.426], [20.299, 12.563, 14.679], [20.162, 13.575, 15.643], [19.437, 14.698, 15.366], [18.942, 14.811, 14.043], [19.212, 13.846, 13.038], [19.873, 12.699, 13.398], [18.069, 15.825, 13.779], [18.028, 16.709, 14.669], [16.955, 17.572, 14.670], [16.874, 18.494, 15.889], [15.840, 19.583, 15.669], [14.982, 19.565, 14.628], [15.046, 18.470, 13.748], [15.968, 17.518, 13.796], [20.940, 11.693, 14.936], [20.533, 13.424, 16.643], [19.310, 15.527, 16.061], [18.956, 13.945, 11.975], [20.053, 11.924, 12.649], [17.901, 18.880, 16.155], [15.769, 20.395, 16.417], [14.228, 20.313, 14.430], [14.246, 18.265, 13.000], [16.495, 17.738, 17.037], [15.363, 16.538, 16.903], [15.906, 15.478, 15.965], [14.153, 17.143, 16.230], [15.160, 16.077, 18.236]]}